Density functional theory data (wB97M-V/def2-TZVPD) for C29H38N4OP2Pd as an isolated structure at a distorted geometry.

```
75
Properties=species:S:1:pos:R:3:lowdin_spin:R:1
Pd 1.6441 -0.7178 -0.8157 0.91
C -1.4766 -1.0354 4.5949 0.00
C -0.8614 -1.3307 3.4505 0.00
C -1.0596 -0.6986 2.0972 0.01
C -0.3952 0.6623 1.9068 0.01
C -1.0530 1.8722 2.5218 0.00
C -2.0652 1.9182 3.3959 0.00
C -3.0557 0.8452 3.6890 0.00
C -2.6251 -0.1101 4.8386 0.00
C 4.6843 1.0627 4.3754 0.00
H -1.1327 -1.5296 5.5097 0.00
H -0.1810 -2.1954 3.4160 0.00
H -2.1183 -0.6258 1.8237 0.00
H -0.5909 -1.3754 1.3652 0.01
H 0.6662 0.6077 2.2367 0.00
H -0.3127 0.8487 0.8093 0.00
H -0.6193 2.8251 2.1682 0.00
H -2.2129 2.8358 3.9828 0.00
H -3.3527 0.2765 2.8030 0.00
H -3.9718 1.3442 4.0396 0.00
H -2.3832 0.5102 5.7206 0.00
H -3.4997 -0.7225 5.1216 0.00
H 4.4864 1.2755 5.4453 0.00
H 4.8321 2.0017 3.8238 0.00
H 5.5974 0.4532 4.2832 0.00
P 0.8475 1.3028 -1.5366 0.29
P 0.1969 -2.1609 -1.4461 0.26
N -0.3472 2.8494 -1.3552 0.12
N 1.7391 2.1115 -2.8492 0.02
N -1.6317 -2.2886 -1.3260 0.10
N 0.5344 -3.7289 -2.1132 0.05
C -0.3357 0.3123 -2.5761 0.02
C 0.3568 -1.0143 -2.9437 0.09
C -0.2826 3.8809 -0.4316 0.34
C -1.2560 4.8344 -0.7379 0.14
C -1.9261 4.3833 -1.9014 0.11
C -1.3381 3.1793 -2.2649 0.34
C 3.0937 2.4522 -2.8338 0.02
C 3.4653 2.8919 -4.1052 0.00
C 2.3047 2.8085 -4.9400 0.01
C 1.2629 2.3442 -4.1466 0.00
C -2.4404 -2.6512 -0.2439 0.34
C -3.7699 -2.4786 -0.6060 0.15
C -3.7920 -1.9632 -1.9370 0.10
C -2.4773 -1.8684 -2.3627 0.34
C -0.3311 -4.4433 -2.9644 0.01
C 0.4220 -5.2567 -3.7922 0.01
C 1.8040 -5.0534 -3.4468 0.01
C 1.8451 -4.1137 -2.4291 0.02
H -0.7537 0.7609 -3.4913 0.00
H -1.1798 0.1412 -1.8871 0.01
H -0.1865 -1.5698 -3.7093 0.01
H 1.4107 -0.8841 -3.2828 0.03
H 0.4511 3.8491 0.3602 0.01
H -1.4466 5.7452 -0.1879 0.00
H -2.7319 4.8666 -2.4369 0.00
H -1.5652 2.5310 -3.1030 0.01
H 3.6498 2.3478 -1.9160 0.00
H 4.4366 3.2472 -4.3979 0.00
H 2.2263 3.0660 -5.9843 0.00
H 0.2392 2.1254 -4.4161 0.00
H -1.9999 -3.0266 0.6711 0.01
H -4.6357 -2.7189 -0.0046 0.00
H -4.6601 -1.7092 -2.5353 0.00
H -2.0747 -1.4901 -3.2991 0.01
H -1.3894 -4.2710 -2.9288 0.00
H 0.0395 -5.9052 -4.5686 0.00
H 2.6508 -5.5431 -3.9078 0.00
H 2.6676 -3.6584 -1.9066 0.01
C 2.9525 -0.8095 4.6474 0.00
C 3.4949 0.3081 3.7747 0.00
O 3.0203 0.5637 2.6723 0.01
H 1.9165 -1.0362 4.3725 0.00
H 3.0040 -0.5630 5.7138 0.00
H 3.5764 -1.6948 4.4378 0.00
```

<S²>	6.036
spin multiplicity	5
lowest unoccupied orbital energy (spin up / spin down)	-0.2170 / -0.3588	hartree
energy above the lowest of the compared OMol25 structures with the same formula, charge and spin	38.3	kcal per mole
net charge	+2
largest force on an atom	3.44	eV/A